Version P
C19H22N2O4 | ωB97M-V/def2-TZVPD

Geometry (Å):
1 O 2.04 1.91 -1.19
2 O -2.68 2.09 -1.62
3 O 1.33 -0.97 0.53
4 O -0.58 1.58 2.55
5 N 0.29 0.53 -1.55
6 N -0.97 2.74 -0.28
7 C 3.52 0.00 0.31
8 C -1.86 -2.66 0.09
9 C -0.68 0.38 3.14
10 C 3.99 -1.15 1.20
11 C -1.49 2.16 -1.38
12 C -0.42 -0.59 -1.08
13 C -2.39 -1.99 -1.01
14 C -0.62 -2.32 0.59
15 C -0.41 1.57 -2.29
16 C 2.22 -0.38 -0.40
17 C 4.59 0.38 -0.70
18 C -2.48 0.65 1.88
19 C -1.76 2.96 0.91
20 C 1.54 0.81 -1.07
21 C 0.11 -1.30 0.01
22 C -3.73 -2.35 -1.57
23 C -1.66 -0.95 -1.58
24 C -1.84 -0.24 2.78
25 C -1.68 1.74 1.78
26 H -4.28 -2.97 -0.88
27 H -1.39 3.84 1.44
28 H 0.03 2.73 -0.16
29 H -0.20 -2.83 1.44
30 H -2.09 -0.42 -2.41
31 H 4.81 -0.47 -1.35
32 H -2.42 -3.45 0.55
33 H -0.85 1.16 -3.19
34 H -2.19 -1.20 3.10
35 H 4.27 1.22 -1.31
36 H 0.33 2.33 -2.55
37 H 3.30 0.87 0.94
38 H -4.30 -1.45 -1.78
39 H 0.11 0.09 3.80
40 H -2.80 3.12 0.60
41 H -3.61 -2.89 -2.51
42 H 4.90 -0.86 1.72
43 H 4.21 -2.03 0.59
44 H 3.24 -1.41 1.93
45 H 2.44 -1.12 -1.19
46 H -3.42 0.49 1.38
47 H 5.51 0.65 -0.18

Values from the calculation:
**Molecular weight**: 342.39 g/mol
**E_LUMO**: 0.0299 Eh
**Orbital gap**: 9.10 eV
**HOMO energy**: -0.3045 Eh
**Structure (SMILES)**: Cc1ccc2c(c1)N(CC(=O)NCc1ccco1)C(=O)[C@@H](C(C)C)O2
**Spin multiplicity**: 1



Version Q
C19H22N2O4 | ωB97M-V/def2-TZVPD

Geometry (Å):
1 O -3.68 -3.14 -0.58
2 O -1.36 1.26 -1.51
3 O 3.17 2.08 0.72
4 O 4.48 -2.88 0.00
5 N 1.25 2.12 -0.47
6 N -1.91 2.57 0.23
7 C -3.18 -0.97 2.26
8 C 1.18 3.55 -0.56
9 C -1.87 1.39 -0.41
10 C 0.97 -2.08 0.30
11 C 5.74 -2.24 -0.09
12 C 3.37 -0.71 0.08
13 C 2.25 1.49 0.18
14 C -2.48 0.23 0.31
15 C 3.37 -2.10 0.09
16 C -3.33 -2.02 0.10
17 C 2.16 -2.78 0.19
18 C 0.97 -0.69 0.29
19 C 2.18 -0.01 0.17
20 C -3.52 -2.06 1.48
21 C -1.36 3.79 -0.34
22 C -2.81 -0.87 -0.48
23 C -2.65 0.17 1.69
24 C 0.02 4.16 0.23
25 C -3.48 -3.17 -1.97
26 H 4.29 -0.14 0.02
27 H -1.29 3.63 -1.42
28 H -3.93 -2.95 1.92
29 H -2.36 0.99 2.33
30 H -2.31 2.64 1.15
31 H 0.05 -0.16 0.40
32 H 2.13 3.93 -0.14
33 H 6.47 -3.05 -0.13
34 H -2.42 -3.04 -2.23
35 H 0.13 5.25 0.20
36 H 5.82 -1.63 -0.99
37 H 0.08 3.85 1.27
38 H 2.17 -3.86 0.20
39 H 1.11 3.85 -1.61
40 H -2.07 4.60 -0.14
41 H 0.54 1.59 -0.97
42 H 0.04 -2.61 0.41
43 H -3.81 -4.16 -2.30
44 H -3.31 -1.02 3.33
45 H -4.08 -2.40 -2.48
46 H 5.93 -1.62 0.79
47 H -2.63 -0.79 -1.54

Values from the calculation:
**Molecular weight**: 342.39 g/mol
**E_LUMO**: 0.0175 Eh
**Orbital gap**: 8.92 eV
**HOMO energy**: -0.3104 Eh
**Structure (SMILES)**: COc1cccc(C(=O)NCCCNC(=O)c2cccc(OC)c2)c1
**Spin multiplicity**: 1



Relative stability in kcal/mol, measured from the most stable structure: version P 1.3; version Q 0.0



Version P
C3H9BO | ωB97M-V/def2-TZVPD

Geometry (Å):
1 O -0.83 0.95 -0.60
2 C 1.08 2.04 0.48
3 C -1.96 1.07 -1.26
4 C 0.49 -2.64 0.60
5 B 0.36 0.78 -0.23
6 H -1.89 1.05 -2.33
7 H 1.46 -2.16 0.58
8 H 0.41 2.90 0.43
9 H 2.10 2.38 0.10
10 H 0.29 -2.97 -0.48
11 H 1.15 1.68 1.51
12 H 0.58 -3.61 0.93
13 H -2.84 0.60 -0.78
14 H -0.41 -2.08 1.03

Values from the calculation:
**Molecular weight**: 71.92 g/mol
**E_LUMO (spin up / spin down)**: 0.0149 / 0.0050 Eh
**Orbital gap (spin up / spin down)**: 7.52 / 8.00 eV
**HOMO energy (spin up / spin down)**: -0.2615 / -0.2890 Eh
**Spin multiplicity**: 1



Version Q
C3H9BO | ωB97M-V/def2-TZVPD

Geometry (Å):
1 O -0.97 0.62 -0.48
2 C 0.42 -0.63 1.35
3 C 1.58 1.20 -0.74
4 C -2.11 -0.14 -0.20
5 B 0.28 0.49 -0.02
6 H -0.18 -0.30 2.18
7 H 1.41 -0.93 1.63
8 H -0.15 -1.48 0.90
9 H 2.24 1.34 0.14
10 H -1.85 -1.13 0.35
11 H 2.08 0.62 -1.41
12 H 1.41 2.19 -1.13
13 H -2.51 -0.48 -1.10
14 H -2.96 0.53 0.21

Values from the calculation:
**Molecular weight**: 71.92 g/mol
**E_LUMO**: 0.0275 Eh
**Orbital gap**: 10.42 eV
**HOMO energy**: -0.3554 Eh
**Structure (SMILES)**: COB(C)C
**Spin multiplicity**: 1



Relative stability in kcal/mol, measured from the most stable structure: version P 92.8; version Q 0.0



Version P
C4H11N2S | ωB97M-V/def2-TZVPD

Geometry (Å):
1 S 1.91 0.16 -0.80
2 N -3.73 0.28 -0.41
3 N -0.19 -0.08 0.14
4 C -2.58 0.01 0.32
5 C -1.21 0.22 -0.45
6 C 2.35 -1.49 -0.21
7 C 2.54 1.15 0.57
8 H -2.52 0.67 1.19
9 H 1.96 -1.62 0.79
10 H 3.44 -1.59 -0.22
11 H -2.57 -1.02 0.66
12 H -3.98 -0.37 -1.14
13 H 3.58 0.89 0.75
14 H -1.35 0.62 -1.45
15 H -3.94 1.25 -0.62
16 H 2.46 2.19 0.30
17 H 1.92 -2.22 -0.88
18 H 1.93 0.94 1.45

Values from the calculation:
**Molecular weight**: 119.21 g/mol
**E_LUMO (spin up / spin down)**: -0.2148 / -0.2147 Eh
**Orbital gap (spin up / spin down)**: 7.22 / 7.22 eV
**Charge**: +1
**HOMO energy (spin up / spin down)**: -0.4800 / -0.4800 Eh
**Spin multiplicity**: 1



Version Q
C4H11N2S | ωB97M-V/def2-TZVPD

Geometry (Å):
1 S 1.60 -0.46 -1.92
2 N 0.19 1.79 1.13
3 N -0.94 -1.11 -0.53
4 C 0.38 -1.48 0.12
5 C -1.32 0.32 -0.17
6 C 1.24 -0.29 -0.17
7 C 0.02 1.13 -0.05
8 H 1.97 -0.09 0.50
9 H 0.27 1.76 -0.86
10 H -1.70 0.27 0.93
11 H -1.95 0.78 -0.87
12 H 1.02 2.21 1.39
13 H -1.72 -1.56 -0.25
14 H 2.95 -0.26 -1.85
15 H 0.72 -2.51 -0.23
16 H -0.45 1.37 1.88
17 H -0.83 -1.13 -1.49
18 H 0.26 -1.46 1.24

Values from the calculation:
**Molecular weight**: 119.21 g/mol
**E_LUMO**: -0.1180 Eh
**Orbital gap**: 9.10 eV
**Charge**: +1
**HOMO energy**: -0.4524 Eh
**Structure (SMILES)**: N[C@@H]1C[NH2+]C[C@H]1S
**Spin multiplicity**: 1



Relative stability in kcal/mol, measured from the most stable structure: version P 14.8; version Q 0.0



Version P
C5H10IN2 | ωB97M-V/def2-TZVPD

Geometry (Å):
1 I 3.37 0.23 0.06
2 N 0.16 0.01 -1.35
3 N 0.98 -1.66 0.17
4 C 0.21 -1.23 -0.82
5 C 0.12 1.31 -0.64
6 C 1.99 -1.10 0.87
7 C -2.00 0.61 0.65
8 C -0.73 1.33 0.54
9 H -0.20 2.04 -1.39
10 H -2.73 1.27 1.12
11 H 2.37 -1.68 1.69
12 H -2.38 0.27 -0.31
13 H -0.36 1.81 1.43
14 H -0.42 -1.99 -1.27
15 H 1.14 1.60 -0.36
16 H 0.75 -2.60 0.49
17 H -0.33 0.03 -2.23
18 H -1.94 -0.25 1.33

Values from the calculation:
**Molecular weight**: 225.05 g/mol
**E_LUMO (spin up / spin down)**: -0.1459 / -0.1908 Eh
**Orbital gap (spin up / spin down)**: 8.06 / 6.43 eV
**Charge**: +1
**HOMO energy (spin up / spin down)**: -0.4420 / -0.4271 Eh
**Spin multiplicity**: 1



Version Q
C5H10IN2 | ωB97M-V/def2-TZVPD

Geometry (Å):
1 I 0.42 2.46 -2.59
2 N -0.58 0.97 -0.10
3 N -0.59 1.02 -1.50
4 C -0.55 -1.59 0.15
5 C -1.30 -0.08 0.41
6 C 1.48 -0.30 0.12
7 C 0.74 1.01 0.44
8 C 0.74 -1.45 0.78
9 H -2.35 -0.32 -0.13
10 H -1.51 0.06 1.49
11 H 0.81 -1.52 1.88
12 H -1.63 1.21 -1.80
13 H -0.55 -1.74 -0.89
14 H -1.12 -2.34 0.70
15 H 0.69 1.16 1.56
16 H 2.52 -0.14 0.59
17 H 1.55 -0.42 -1.03
18 H 1.24 2.00 -0.09

Values from the calculation:
**Molecular weight**: 225.05 g/mol
**E_LUMO (spin up / spin down)**: -0.2289 / -0.2014 Eh
**Orbital gap (spin up / spin down)**: 6.28 / 7.33 eV
**Charge**: +1
**HOMO energy (spin up / spin down)**: -0.4598 / -0.4708 Eh
**Spin multiplicity**: 1



Relative stability in kcal/mol, measured from the most stable structure: version P 0.0; version Q 32.5



Version P
C2H6OS | ωB97M-V/def2-TZVPD

Geometry (Å):
1 S 1.36 -0.30 0.02
2 O -1.55 -0.85 -0.15
3 C 0.07 0.91 -0.28
4 C -1.36 0.44 0.27
5 H 2.31 0.30 0.86
6 H -0.73 -1.30 0.09
7 H 0.18 1.03 -1.34
8 H -1.50 0.71 1.43
9 H -2.18 0.94 -0.22
10 H 0.32 1.89 0.17

Values from the calculation:
**Molecular weight**: 78.14 g/mol
**E_LUMO**: 0.0261 Eh
**Orbital gap**: 10.11 eV
**HOMO energy**: -0.3453 Eh
**Structure (SMILES)**: OCCS
**Spin multiplicity**: 1



Version Q
C2H6OS | ωB97M-V/def2-TZVPD

Geometry (Å):
1 S 0.53 -1.37 0.08
2 O -0.54 -0.35 1.15
3 C 0.00 -0.82 -1.56
4 C -0.02 0.92 1.43
5 H 0.82 -1.07 -2.22
6 H 0.25 1.47 0.52
7 H 0.85 0.87 2.09
8 H -0.83 1.46 1.93
9 H -0.15 0.25 -1.55
10 H -0.90 -1.34 -1.86

Values from the calculation:
**Molecular weight**: 78.14 g/mol
**E_LUMO**: 0.0254 Eh
**Orbital gap**: 9.72 eV
**HOMO energy**: -0.3320 Eh
**Structure (SMILES)**: COSC
**Spin multiplicity**: 1



Relative stability in kcal/mol, measured from the most stable structure: version P 0.0; version Q 7.3



Version P
FN2O3S | ωB97M-V/def2-TZVPD

Geometry (Å):
1 S 0.82 0.56 -0.73
2 F -2.02 1.08 -0.28
3 O 2.70 -0.19 0.87
4 O -1.56 -1.13 -0.92
5 O -1.04 -0.49 1.14
6 N 2.25 0.51 -0.04
7 N -1.15 -0.35 -0.04

Values from the calculation:
**Molecular weight**: 127.08 g/mol
**E_LUMO (spin up / spin down)**: 0.1085 / 0.1233 Eh
**Orbital gap (spin up / spin down)**: 6.94 / 7.68 eV
**Charge**: -1
**HOMO energy (spin up / spin down)**: -0.1465 / -0.1587 Eh
**Spin multiplicity**: 1



Version Q
FN2O3S | ωB97M-V/def2-TZVPD

Geometry (Å):
1 S 0.38 0.39 -0.36
2 F -2.27 1.04 -1.65
3 O -1.59 2.00 0.45
4 O 0.52 -1.87 1.05
5 O 2.28 -1.54 -0.13
6 N -0.90 1.46 -0.32
7 N 1.22 -1.24 0.26

Values from the calculation:
**Molecular weight**: 127.08 g/mol
**E_LUMO**: 0.1258 Eh
**Orbital gap**: 8.43 eV
**Charge**: -1
**HOMO energy**: -0.1842 Eh
**Spin multiplicity**: 1



Relative stability in kcal/mol, measured from the most stable structure: version P 7.7; version Q 0.0



Version P
C3H6NO | ωB97M-V/def2-TZVPD

Geometry (Å):
1 O 1.70 0.30 0.06
2 N -0.90 -0.03 -0.42
3 C -2.23 -0.42 0.24
4 C -1.59 0.89 0.02
5 C 2.91 0.05 0.09
6 H -2.25 -0.69 1.35
7 H -3.04 -0.67 -0.51
8 H -1.71 1.94 0.30
9 H 0.07 -0.16 -0.73
10 H 3.48 0.66 0.69
11 H 3.32 -0.97 -0.25

Values from the calculation:
**Molecular weight**: 72.09 g/mol
**E_LUMO**: -0.1787 Eh
**Orbital gap**: 9.79 eV
**Charge**: +1
**HOMO energy**: -0.5384 Eh
**Spin multiplicity**: 1



Version Q
C3H6NO | ωB97M-V/def2-TZVPD

Geometry (Å):
1 O -0.06 -0.77 1.33
2 N 1.02 1.08 0.21
3 C -1.39 -0.70 -0.55
4 C -0.29 0.42 0.62
5 C -0.18 -1.11 0.03
6 H 1.25 1.06 -0.79
7 H -2.29 -0.60 0.04
8 H 0.67 -1.51 -0.51
9 H 1.80 0.66 0.75
10 H -1.48 -0.60 -1.62
11 H 0.94 2.07 0.50

Values from the calculation:
**Molecular weight**: 72.09 g/mol
**E_LUMO**: -0.1511 Eh
**Orbital gap**: 9.87 eV
**Charge**: +1
**HOMO energy**: -0.5138 Eh
**Spin multiplicity**: 1



Relative stability in kcal/mol, measured from the most stable structure: version P 0.0; version Q 17.7



Version P
C22H27N3O3S | ωB97M-V/def2-TZVPD

Geometry (Å):
1 S -3.04 2.48 0.21
2 O 1.04 -2.30 2.27
3 O 0.56 1.04 1.40
4 O 2.51 -2.03 -2.06
5 N 2.42 -0.79 -0.53
6 N -0.15 -1.76 0.38
7 N -1.45 0.15 1.99
8 C -0.79 -1.10 2.61
9 C -0.52 1.20 1.21
10 C -1.39 -1.58 -0.23
11 C -2.94 -0.52 -1.70
12 C 0.72 -2.62 -0.62
13 C -1.61 4.19 -0.68
14 C 3.21 1.53 -0.87
15 C -4.08 -1.17 -1.03
16 C -1.57 -0.85 -1.44
17 C 0.11 -1.77 1.53
18 C -1.35 2.18 0.48
19 C -3.69 -1.95 -0.14
20 C 1.92 -1.91 -1.06
21 C -0.39 -0.03 -1.93
22 C 5.00 1.31 0.85
23 C -0.81 3.29 0.04
24 C -4.98 -2.64 0.53
25 C 3.50 2.05 0.39
26 C -2.40 -2.10 0.30
27 C 4.62 0.00 0.40
28 C 3.59 -0.04 -0.67
29 C -2.96 3.76 -0.34
30 H 3.70 3.03 0.28
31 H 1.20 -3.36 0.14
32 H -4.70 -3.24 1.46
33 H -5.31 -3.43 -0.15
34 H 5.54 -0.57 0.21
35 H 0.14 -0.86 -2.67
36 H 2.66 1.98 0.97
37 H -3.07 0.27 -2.67
38 H -3.71 4.22 -0.88
39 H 2.38 1.48 -1.16
40 H 5.86 1.60 0.36
41 H -5.78 -1.82 0.87
42 H -0.88 0.94 -2.64
43 H -2.23 -2.84 1.03
44 H -2.50 0.22 1.93
45 H -5.00 -0.81 -1.70
46 H -0.18 -0.65 3.47
47 H -1.61 -1.48 2.89
48 H 1.91 -0.47 0.74
49 H 3.87 1.84 -1.49
50 H 3.99 -0.55 1.39
51 H 0.20 0.59 -1.15
52 H 0.41 3.46 -0.19
53 H 4.04 -0.54 -1.62
54 H 5.10 1.40 1.97
55 H -1.30 4.74 -1.32
56 H 0.18 -3.17 -1.35

Values from the calculation:
**Molecular weight**: 413.54 g/mol
**E_LUMO**: 0.0087 Eh
**Orbital gap**: 8.75 eV
**HOMO energy**: -0.3128 Eh
**Spin multiplicity**: 1



Version Q
C22H27N3O3S | ωB97M-V/def2-TZVPD

Geometry (Å):
1 S 4.06 0.49 0.35
2 O -3.29 -1.26 2.08
3 O 1.02 -0.96 -3.26
4 O -2.96 -0.87 -0.54
5 N 2.20 -0.32 -1.46
6 N 1.94 1.93 -0.68
7 N 3.81 -2.47 2.52
8 C -1.63 2.36 0.52
9 C 0.07 -2.60 1.69
10 C -0.71 -1.85 -0.45
11 C -1.39 2.46 2.02
12 C 2.00 1.09 -1.83
13 C 0.29 -2.42 0.33
14 C 2.87 -0.63 -0.28
15 C -2.12 -1.65 1.50
16 C 1.65 -2.79 -0.24
17 C -0.35 2.65 -0.25
18 C 1.61 -1.27 -2.24
19 C -2.84 -0.64 -1.93
20 C -4.10 0.07 -2.39
21 C -0.27 1.52 2.44
22 C 0.76 1.68 0.18
23 C 1.77 -2.70 -1.76
24 C 3.31 -2.15 1.53
25 C 2.66 -1.82 0.34
26 C -1.12 -2.22 2.27
27 C 3.21 2.12 -0.12
28 C 1.02 1.83 1.67
29 C -1.91 -1.46 0.13
30 H -4.97 -0.55 -2.19
31 H -0.02 3.67 -0.06
32 H -1.96 -0.02 -2.14
33 H 1.32 2.86 1.90
34 H -1.98 1.36 0.28
35 H -0.52 2.56 -1.32
36 H 1.03 -3.32 -2.26
37 H 3.19 2.71 0.79
38 H -1.30 -2.36 3.32
39 H -0.58 -1.72 -1.51
40 H 1.07 1.13 -2.40
41 H -2.41 3.07 0.22
42 H 2.76 -3.04 -2.06
43 H -0.56 0.48 2.25
44 H 1.90 -3.80 0.08
45 H 0.41 0.65 0.01
46 H -0.08 1.62 3.51
47 H 3.88 2.59 -0.85
48 H -4.21 1.01 -1.87
49 H -4.04 0.26 -3.46
50 H 0.85 -3.03 2.30
51 H -3.86 -0.90 1.38
52 H -2.30 2.20 2.56
53 H -1.12 3.48 2.28
54 H 2.83 1.42 -2.47
55 H -2.72 -1.60 -2.46
56 H 1.81 1.15 2.00

Values from the calculation:
**Molecular weight**: 413.54 g/mol
**E_LUMO**: 0.0126 Eh
**Orbital gap**: 8.52 eV
**HOMO energy**: -0.3004 Eh
**Structure (SMILES)**: CCOc1cc([C@H]2CC(=O)N3CN(C4CCCCC4)CSC3=C2C#N)ccc1O
**Spin multiplicity**: 1



Relative stability in kcal/mol, measured from the most stable structure: version P 432.1; version Q 0.0